(1)
# C4H10NO3P

A molecular structure, C4H10NO3P (wB97M-V/def2-TZVPD, OMol25).

ORCA input file:
```
! wB97M-V def2-TZVPD RIJCOSX def2/J DEFGRID3
* xyz 0 1
C -2.359 0.766 0.457
C -2.049 -0.634 0.442
C 1.783 2.001 -0.645
C 0.974 -2.112 -0.620
N -1.442 0.268 -0.450
O 0.583 -0.324 1.991
O 1.699 1.522 0.672
O 1.551 -0.879 -0.258
P 0.832 0.191 0.658
H -3.388 1.087 0.124
H -2.142 1.318 1.441
H -1.392 -1.211 1.260
H -2.676 -1.446 -0.030
H 2.017 3.055 -0.634
H 0.828 1.930 -1.216
H 2.630 1.632 -1.288
H -0.028 -2.050 -1.123
H 0.747 -2.556 0.408
H 1.831 -2.559 -1.190
*
```

The largest force on an atom is 5.6 eV/Å. The lowest unoccupied orbital energy (alpha / beta) is -0.6 / -0.6 eV. For the energy above the lowest of the compared OMol25 structures with the same formula, charge and spin, the calculation gives 89.5 kcal/mol. The HOMO-LUMO gap (alpha / beta) is 8.23 / 8.24 eV. Its total energy is -780.1312 Ha.

List of Mulliken charges in e, atom by atom: C -0.040; C -0.436; C -0.734; C -0.530; N -0.413; O -0.643; O -0.294; O -0.304; P 0.963; H 0.245; H 0.172; H 0.152; H 0.198; H 0.280; H 0.343; H 0.255; H 0.264; H 0.285; H 0.236

***

(2)
# C4H6N2

C4H6N2 in the gas phase (wB97M-V/def2-TZVPD, OMol25).

ORCA input file:
```
! wB97M-V def2-TZVPD RIJCOSX def2/J DEFGRID3
* xyz 0 1
N 0.812 0.075 -1.871
C 0.273 0.083 -0.577
C -0.778 0.909 -0.116
C -1.096 0.489 1.182
N -0.194 -0.504 1.485
C 0.590 -0.809 0.434
H 1.746 -0.308 -1.909
H 0.785 0.988 -2.302
H -1.238 1.697 -0.710
H -1.957 -0.086 1.501
H -0.148 -0.838 2.431
H 1.205 -1.695 0.454
*
```

The largest force on an atom is 2.6 eV/Å. The lowest unoccupied orbital energy is 1.1 eV. For the energy above the lowest of the compared OMol25 structures with the same formula, charge and spin, the calculation gives 41.7 kcal/mol. The HOMO-LUMO gap is 8.61 eV. Its total energy is -265.4690 Ha.

List of Mulliken charges in e, atom by atom: N -0.552; C 0.807; C -0.602; C -0.431; N -0.070; C -0.752; H 0.236; H 0.252; H 0.340; H 0.202; H 0.208; H 0.362

***

(3)
# C14H19N2O3S2

A gas-phase ion, C14H19N2O3S2 (charge +1) (wB97M-V/def2-TZVPD, OMol25).

ORCA input file:
```
! wB97M-V def2-TZVPD RIJCOSX def2/J DEFGRID3
* xyz 1 1
O 3.427 -3.664 1.620
C 3.748 -2.944 0.542
O 4.437 -3.512 -0.630
C 3.319 -1.332 0.444
C 3.474 -0.465 -0.948
C 2.954 1.117 -0.897
N 2.401 1.683 0.392
C 1.893 3.138 0.360
C 0.523 3.185 -0.538
C -0.581 2.026 -0.185
S -1.840 2.517 1.126
C -3.130 1.109 1.102
S -4.599 1.298 1.937
N -2.785 -0.122 0.293
C -3.474 -0.158 -1.053
C -2.722 -1.379 -1.912
O -1.650 -1.950 -1.071
C -2.220 -2.594 0.150
C -2.954 -1.407 1.073
C 2.250 0.951 1.707
C 2.726 -0.639 1.814
H 3.867 -3.451 -1.453
H 3.916 -0.942 -1.920
H 3.053 1.716 -1.913
H 2.676 3.851 -0.193
H 1.732 3.574 1.453
H 0.824 3.043 -1.664
H 0.012 4.225 -0.356
H -1.172 1.811 -1.200
H -0.136 0.996 0.146
H -4.629 -0.392 -1.007
H -3.310 0.900 -1.553
H -3.474 -2.166 -2.343
H -2.169 -0.824 -2.812
H -2.941 -3.477 -0.115
H -1.269 -2.965 0.767
H -4.065 -1.759 1.213
H -2.478 -1.357 2.147
H 1.787 1.526 2.629
H 2.579 -1.168 2.848
*
```

The largest force on an atom is 9.3 eV/Å. The lowest unoccupied orbital energy is -5.7 eV. The HOMO-LUMO gap is 5.44 eV. Its total energy is -1675.7609 Ha.

List of Mulliken charges in e, atom by atom: O -0.435; C 0.395; O -0.447; C 0.521; C -0.486; C -0.066; N 0.244; C -0.699; C -0.633; C -0.180; S -0.099; C -0.149; S -0.101; N 0.199; C -0.538; C -0.392; O -0.369; C -0.301; C -0.598; C -0.011; C -0.505; H 0.360; H 0.278; H 0.321; H 0.311; H 0.336; H 0.274; H 0.416; H 0.184; H 0.179; H 0.330; H 0.314; H 0.286; H 0.218; H 0.273; H 0.187; H 0.314; H 0.364; H 0.325; H 0.378

***

(4)
# C26H22AsF7N4O3Rh

A molecular structure, C26H22AsF7N4O3Rh (wB97M-V/def2-TZVPD, OMol25).

ORCA input file:
```
! wB97M-V def2-TZVPD RIJCOSX def2/J DEFGRID3
* xyz 2 2
Rh -0.099 1.413 0.650
F 5.608 0.442 -2.396
C 5.351 0.378 -1.079
C 4.054 0.351 -0.676
C 3.750 0.241 0.689
C 2.386 0.262 1.145
O 1.461 0.303 0.252
C 2.154 0.256 2.524
C 3.227 0.132 3.374
N 4.495 0.059 2.967
C 5.557 -0.061 3.956
C 6.340 -1.340 4.016
C 5.365 -1.002 5.102
C 4.799 0.154 1.614
C 6.127 0.209 1.176
C 6.436 0.324 -0.171
N 7.764 0.406 -0.592
C 8.809 -0.367 0.058
C 9.951 0.572 0.451
N 10.041 1.667 -0.590
C 9.645 1.157 -1.945
C 8.144 0.854 -1.932
C 0.801 0.344 3.164
O 0.649 0.022 4.312
O -0.212 0.810 2.457
H 3.261 0.411 -1.408
H 3.050 0.085 4.440
H 6.065 0.877 4.139
H 7.398 -1.273 4.230
H 6.056 -2.126 3.329
H 5.742 -0.687 6.064
H 4.454 -1.583 5.144
H 6.917 0.197 1.911
H 9.172 -1.151 -0.615
H 8.435 -0.872 0.943
H 10.912 0.060 0.480
H 9.778 1.062 1.407
H 10.983 2.061 -0.610
H 9.407 2.424 -0.330
H 10.257 0.277 -2.134
H 9.887 1.912 -2.689
H 7.942 0.118 -2.713
H 7.588 1.759 -2.175
F 0.850 2.671 -1.073
As 0.832 4.156 -0.064
F 0.151 5.026 -1.337
F 2.453 4.469 -0.462
F 0.707 5.392 1.076
F 1.390 3.003 1.225
F -0.805 3.518 0.443
N -9.348 -1.656 -0.098
C -8.246 -1.332 -0.049
C -6.877 -0.931 0.013
C -6.042 -1.493 0.999
C -4.734 -1.106 1.067
C -4.232 -0.147 0.140
C -5.091 0.409 -0.852
C -6.399 0.019 -0.911
C -2.912 0.250 0.214
C -1.737 0.615 0.297
H -6.447 -2.219 1.689
H -4.068 -1.511 1.815
H -4.693 1.136 -1.545
H -7.071 0.427 -1.652
*
```

The largest force on an atom is 2.5 eV/Å. The lowest unoccupied orbital energy (alpha / beta) is -6.5 / -8.5 eV. For the energy above the lowest of the compared OMol25 structures with the same formula, charge and spin, the calculation gives 0.0 kcal/mol. The HOMO-LUMO gap (alpha / beta) is 7.54 / 5.64 eV. Its total energy is -4493.5041 Ha.

List of Mulliken charges in e, atom by atom: Rh 0.765; F -0.333; C 0.235; C -0.665; C 0.743; C 1.860; O -1.179; C -0.156; C -0.309; N 0.208; C -0.372; C -0.371; C -0.964; C -0.400; C -0.614; C -0.862; N 0.246; C -0.806; C -0.717; N -0.134; C -0.803; C -0.682; C 0.484; O -0.610; O -0.576; H 0.598; H 0.782; H 0.459; H 0.311; H 0.220; H 0.267; H 0.359; H 0.860; H 0.327; H 0.521; H 0.386; H 0.427; H 0.357; H 0.381; H 0.371; H 0.402; H 0.385; H 0.517; F -0.449; As 2.125; F -0.435; F -0.461; F -0.423; F -0.485; F -0.565; N -0.325; C -0.197; C 0.771; C -0.620; C -0.479; C 0.869; C -0.504; C -0.614; C 0.130; C -0.211; H 0.485; H 0.498; H 0.485; H 0.490

***

(5)
# C15H11Cl5N3O6Re

A molecular structure, C15H11Cl5N3O6Re (wB97M-V/def2-TZVPD, OMol25).

ORCA input file:
```
! wB97M-V def2-TZVPD RIJCOSX def2/J DEFGRID3
* xyz 0 1
Re 0.286 0.712 0.272
N -0.206 1.031 2.420
C 0.755 0.254 3.210
C 2.159 0.374 2.587
O 3.172 0.319 3.255
N 2.090 0.486 1.248
C 3.212 0.963 0.528
C 2.725 2.180 -0.363
O 3.534 2.863 -0.933
O 1.451 2.293 -0.389
H -0.208 2.011 2.702
H -1.151 0.648 2.570
H 0.461 -0.800 3.192
H 0.798 0.581 4.251
H 3.557 0.220 -0.197
H 4.027 1.276 1.187
Cl -0.541 0.601 -2.739
C -1.725 1.482 -1.871
C -1.434 1.775 -0.538
C -2.353 2.618 0.085
Cl -2.065 3.218 1.663
C -3.531 3.046 -0.532
Cl -4.656 4.039 0.305
C -3.816 2.646 -1.835
Cl -5.287 3.100 -2.583
C -2.883 1.881 -2.527
Cl -3.164 1.426 -4.154
O 1.427 -0.805 -1.224
N 1.023 -2.024 -1.161
C 1.248 -2.744 -0.047
C 0.796 -4.037 0.063
C 0.103 -4.616 -0.992
C -0.092 -3.864 -2.142
C 0.384 -2.575 -2.208
H 1.773 -2.225 0.743
H 0.980 -4.577 0.978
H -0.280 -5.620 -0.915
H -0.624 -4.266 -2.988
H 0.252 -1.932 -3.066
O -0.708 -0.783 0.594
O -1.489 -1.175 1.548
*
```

The largest force on an atom is 3.7 eV/Å. The lowest unoccupied orbital energy (alpha / beta) is -2.4 / -2.4 eV. For the energy above the lowest of the compared OMol25 structures with the same formula, charge and spin, the calculation gives 49.6 kcal/mol. The HOMO-LUMO gap (alpha / beta) is 6.22 / 6.22 eV. Its total energy is -3572.9703 Ha.

List of Mulliken charges in e, atom by atom: Re 1.547; N -0.768; C -0.644; C 0.628; O -0.689; N -0.194; C -0.653; C 0.594; O -0.629; O -0.785; H 0.355; H 0.338; H 0.253; H 0.439; H 0.225; H 0.527; Cl -0.176; C 1.202; C -0.951; C 0.981; Cl -0.296; C -0.260; Cl -0.185; C 0.566; Cl -0.180; C -0.362; Cl -0.192; O -0.634; N 0.432; C 0.161; C -0.853; C -0.201; C -0.809; C -0.039; H 0.424; H 0.415; H 0.417; H 0.404; H 0.437; O -0.161; O -0.685

***

(6)
# C15H19N4RhSSbSe4

A molecular structure, C15H19N4RhSSbSe4 (wB97M-V/def2-TZVPD, OMol25).

ORCA input file:
```
! wB97M-V def2-TZVPD RIJCOSX def2/J DEFGRID3
* xyz -1 1
Rh -0.600 0.601 -0.342
C 0.982 1.835 2.391
N 0.724 1.871 0.961
C 1.430 2.646 0.218
C 1.210 2.743 -1.177
C 1.872 3.501 -2.148
C 1.242 3.219 -3.359
C 0.232 2.296 -3.073
N 0.194 2.028 -1.762
C 1.589 0.525 2.844
C 2.872 0.490 3.374
C 3.435 -0.712 3.783
C 2.716 -1.889 3.661
C 1.430 -1.863 3.137
C 0.871 -0.661 2.737
H 0.034 1.993 2.913
H 1.656 2.653 2.668
H 2.221 3.258 0.661
H 2.701 4.171 -1.976
H 1.483 3.615 -4.333
H -0.466 1.849 -3.763
H 3.444 1.409 3.448
H 4.442 -0.727 4.182
H 3.152 -2.833 3.962
H 0.877 -2.785 3.023
H -0.135 -0.637 2.331
C -3.163 -2.659 -0.782
N -2.869 -1.435 -0.073
C -2.804 -0.223 -0.662
S -2.859 1.185 0.344
N -3.102 -0.208 -1.984
C -3.113 0.983 -2.806
H -3.089 -3.488 -0.088
H -2.445 -2.843 -1.585
H -4.170 -2.630 -1.213
H -2.712 -1.471 0.917
H -2.969 -1.079 -2.474
H -2.889 1.849 -2.190
H -4.097 1.117 -3.260
H -2.367 0.908 -3.597
Se -0.745 -4.623 -2.781
Sb 0.651 -3.778 -0.911
Se 0.548 -1.167 -1.181
Se -0.413 -4.620 1.137
Se 2.999 -4.413 -1.173
*
```

The largest force on an atom is 2.7 eV/Å. The lowest unoccupied orbital energy (alpha / beta) is 0.0 / 0.1 eV. The HOMO-LUMO gap (alpha / beta) is 4.14 / 4.21 eV. Its total energy is -11156.7633 Ha.

List of Mulliken charges in e, atom by atom: Rh 0.091; C -1.406; N 0.417; C 0.037; C -0.060; C -0.738; C -0.782; C -0.367; N 0.185; C 0.873; C -0.487; C -0.502; C -0.547; C -0.552; C -0.184; H 0.358; H 0.439; H 0.295; H 0.434; H 0.405; H 0.343; H 0.287; H 0.353; H 0.394; H 0.321; H 0.429; C -0.979; N 0.000; C 0.542; S -0.286; N -0.235; C -1.037; H 0.319; H 0.126; H 0.341; H 0.269; H 0.298; H 0.424; H 0.319; H 0.255; Se -0.642; Sb 0.730; Se -0.137; Se -0.725; Se -0.619